C21H16N8O9Re | wB97M-V/def2-TZVPD

The geometry in XYZ format:
```
55
Properties=species:S:1:pos:R:3:forces:R:3:lowdin_charge:R:1
Re -0.252653 -0.082246 -0.473615 0.35 -0.46 -0.70 1.771
N -0.082411 1.322431 2.496190 -0.09 0.00 -0.16 0.164
C -1.361261 0.897830 2.190511 0.10 -0.10 -0.06 -0.244
C -2.353012 1.132476 3.141391 -0.07 0.03 0.21 0.032
C -3.632082 0.694577 2.910867 -0.04 0.01 0.01 0.010
C -3.913528 0.003019 1.730127 -0.08 0.01 0.08 -0.009
C -2.905428 -0.182121 0.834446 0.06 0.00 -0.02 -0.089
N -1.635935 0.280721 1.032701 0.05 0.23 -0.02 -0.043
C 1.132579 1.225428 1.870836 0.02 -0.22 -0.24 -0.236
C 2.226080 1.821590 2.498338 0.20 0.09 0.11 0.032
C 3.468615 1.744976 1.922613 -0.01 0.00 0.02 0.019
C 3.633056 1.055380 0.714201 0.12 0.10 0.11 -0.013
C 2.540206 0.492226 0.143945 -0.14 -0.03 0.02 -0.089
N 1.285309 0.564544 0.700845 -0.06 0.11 0.01 -0.050
H -0.023936 1.778738 3.390705 -0.02 0.10 0.11 0.154
H -2.099206 1.646334 4.061084 -0.02 -0.01 -0.06 0.136
H -4.409914 0.878695 3.640948 0.04 -0.02 -0.01 0.137
H -4.902047 -0.378203 1.517357 0.04 0.01 0.00 0.131
H -3.078414 -0.713025 -0.088981 0.04 0.02 -0.04 0.112
H 2.078815 2.346880 3.433870 0.01 -0.01 -0.04 0.136
H 4.315064 2.218795 2.402507 -0.02 0.00 0.00 0.138
H 4.593532 0.983172 0.226018 0.00 -0.01 0.03 0.133
H 2.606807 -0.040712 -0.792859 -0.09 0.01 -0.03 0.115
C -0.400642 -5.324057 1.511558 0.05 0.04 -0.04 0.032
N 0.017542 -4.273820 0.561758 0.08 -0.16 -0.16 -0.022
C 0.763153 -4.551118 -0.537695 -0.10 -0.09 0.21 0.023
C 1.176318 -3.626702 -1.452173 0.10 -0.07 -0.08 0.047
C 0.775375 -2.312820 -1.212721 -0.26 0.16 0.34 -0.456
O 0.996205 -1.248092 -1.877025 -0.10 0.37 0.25 -0.081
N 0.008576 -2.029081 -0.090627 -0.32 0.10 -0.18 -0.001
C -0.404895 -2.978508 0.851921 0.12 0.01 -0.17 -0.466
O -1.057256 -2.704004 1.823415 -0.03 0.12 -0.02 0.125
H -0.017676 -6.279318 1.168214 0.02 0.00 -0.04 0.102
H -1.484211 -5.358041 1.570384 -0.05 0.02 -0.07 0.108
H -0.011724 -5.103431 2.501177 0.07 0.04 0.00 0.108
H 1.030409 -5.592648 -0.660494 -0.02 -0.01 0.05 0.152
H 1.777918 -3.891319 -2.306895 -0.02 -0.03 0.01 0.137
O -1.840120 2.586107 -7.322215 0.12 0.14 0.24 0.124
N -0.962659 3.150840 -6.706089 0.14 -0.05 -0.33 -0.336
O -0.228522 4.020079 -7.119410 -0.20 -0.16 0.18 0.132
C -0.739854 2.706115 -5.307639 0.07 0.14 -0.14 -0.082
C -1.539141 1.731709 -4.786948 -0.32 -0.29 0.04 0.123
C -1.308624 1.318545 -3.479674 -0.04 -0.07 0.00 -0.039
C -0.334102 1.911218 -2.662165 0.05 0.02 0.47 -0.192
O -0.275447 1.632936 -1.363749 -0.10 -0.15 -0.20 -0.193
C 0.491292 2.866518 -3.275226 0.06 0.13 0.19 -0.014
C 0.294259 3.261155 -4.578742 0.05 0.10 -0.05 0.132
N 1.655941 3.453322 -2.567477 0.63 -0.36 -0.17 -0.314
O 2.360185 4.196284 -3.208211 -0.37 0.05 0.21 0.140
O 1.896149 3.063178 -1.437325 -0.26 0.12 -0.07 0.088
N -2.139968 0.245131 -2.981989 0.04 -0.14 0.12 -0.234
O -3.131611 -0.064147 -3.557960 0.04 0.06 -0.05 0.215
O -1.797315 -0.408658 -1.944159 0.13 0.05 0.22 -0.109
H -2.328548 1.291919 -5.379833 0.00 -0.03 -0.05 0.152
H 0.945319 3.997547 -5.026839 0.04 0.06 -0.02 0.151
```
Positions in Å, forces in eV/Å.

HOMO (spin up / spin down) = -14.7561 / -14.9165 eV
total charge = +2
<S²> = 1.1103
energy relative to the best compared isomer or geometry (same formula, charge and spin) = 18.7 kJ/mol
spin multiplicity = 2

=====

C31H65AsN8PTi | wB97M-V/def2-TZVPD

The geometry in XYZ format:
```
107
Properties=species:S:1:pos:R:3:forces:R:3:lowdin_charge:R:1
Ti -0.449735 -0.300069 1.495134 -1.01 0.42 -0.97 0.653
N 1.693232 -0.597167 0.875858 -0.25 -0.20 0.31 -0.028
C 2.646208 -0.368885 1.967789 0.22 0.12 0.03 -0.207
C 1.950172 -0.450760 3.323048 -0.05 -0.02 0.13 -0.174
N 0.684475 0.307172 3.352771 -0.09 -0.30 -0.04 -0.254
C -0.180939 -0.127757 4.475770 0.05 0.01 0.00 -0.154
C -1.211021 -1.173548 4.070531 0.06 -0.06 0.22 -0.243
N -2.128434 -0.631386 3.041823 0.24 -0.36 0.08 -0.027
C 0.902268 1.763210 3.351315 0.07 0.00 0.00 -0.161
C -0.350540 2.532295 2.949197 -0.05 0.12 0.12 -0.217
N -0.955372 1.920171 1.763800 0.38 -0.11 0.07 -0.032
H 1.557348 -1.592858 0.688259 0.07 -0.06 -0.01 0.057
H 1.991548 -0.172120 0.005502 -0.07 0.12 -0.02 0.077
H 3.078869 0.622656 1.820217 0.04 -0.03 0.04 0.112
H 3.479165 -1.080073 1.961645 -0.01 0.03 0.02 0.115
H 2.625119 -0.119554 4.124265 0.10 0.01 -0.04 0.136
H 1.694863 -1.493670 3.528265 -0.01 0.03 -0.01 0.107
H -0.706067 0.742343 4.873007 0.03 0.02 0.01 0.121
H 0.429408 -0.530861 5.291081 -0.01 0.05 0.00 0.136
H -1.740112 -1.524381 4.961730 0.02 0.07 -0.02 0.131
H -0.702943 -2.042188 3.639811 -0.02 0.02 0.02 0.075
H -2.640632 0.154894 3.429480 0.06 0.10 -0.13 0.105
H -2.821787 -1.335388 2.812512 -0.05 -0.03 0.02 0.046
H 1.685080 1.968494 2.619927 0.02 0.07 0.00 0.113
H 1.264016 2.102723 4.330843 0.02 0.05 -0.06 0.139
H -0.075501 3.581454 2.793365 -0.01 -0.02 0.05 0.118
H -1.084265 2.519444 3.758691 0.02 0.00 -0.01 0.109
H -0.473956 2.173721 0.889166 -0.01 0.04 -0.09 0.020
H -1.916004 2.214805 1.637450 -0.03 -0.08 0.00 0.103
C 1.591014 4.002579 -0.210727 -0.10 -0.01 -0.08 -0.083
C 0.689094 4.173951 -1.450547 -0.01 0.05 0.07 -0.579
C 1.372841 5.185394 -2.378024 0.07 -0.01 -0.07 -0.073
C -0.606744 4.805248 -0.909072 0.03 0.09 0.09 -0.091
P 0.281424 2.500382 -2.211259 0.08 -0.10 -0.08 1.008
N 0.064947 1.571356 -0.943444 0.19 0.13 0.38 -0.187
C 1.705539 1.930191 -3.307269 0.11 -0.01 -0.11 -0.591
C 1.558675 0.419078 -3.561981 -0.04 0.02 0.07 -0.087
C 3.051928 2.081753 -2.580177 -0.11 0.08 0.12 -0.090
C 1.833463 2.645722 -4.659358 -0.04 0.03 0.01 -0.071
C -1.269683 2.695100 -3.258927 -0.10 0.07 -0.12 -0.578
C -1.459028 1.573783 -4.300316 0.01 -0.03 0.05 -0.082
C -2.476688 2.605858 -2.308382 -0.04 -0.02 0.07 -0.078
C -1.351677 4.020552 -4.032559 0.01 0.07 -0.05 -0.076
H 1.809535 5.003850 0.166936 0.01 0.01 0.04 0.093
H 2.537948 3.513091 -0.403320 0.11 -0.10 -0.15 0.063
H 1.078564 3.444024 0.568210 0.00 -0.01 0.02 0.042
H 1.384047 6.153585 -1.871894 0.00 0.01 0.00 0.094
H 0.869286 5.325467 -3.330468 -0.07 -0.02 -0.03 0.065
H 2.410872 4.921895 -2.576319 -0.02 -0.02 -0.03 0.070
H -0.326027 5.637881 -0.260240 0.00 0.02 0.01 0.093
H -1.175129 4.091798 -0.312520 0.05 0.04 0.06 0.062
H -1.256179 5.207911 -1.685099 0.10 -0.05 0.24 0.063
H 1.509542 -0.137548 -2.625644 -0.01 -0.01 -0.01 0.065
H 2.442733 0.089247 -4.111523 0.01 -0.02 -0.02 0.090
H 0.689640 0.156355 -4.158668 -0.03 0.03 -0.01 0.064
H 3.026530 1.643014 -1.581278 -0.01 -0.02 0.02 0.068
H 3.380064 3.115796 -2.501204 -0.02 0.03 0.05 0.066
H 3.804472 1.548001 -3.163379 0.04 0.00 0.02 0.089
H 0.976701 2.491083 -5.309953 -0.01 0.01 0.02 0.061
H 2.702932 2.232950 -5.176655 0.02 0.00 -0.01 0.094
H 1.996800 3.716375 -4.560230 0.00 0.05 0.04 0.069
H -1.502490 0.577375 -3.862044 -0.03 0.11 0.00 0.063
H -0.708179 1.578906 -5.086377 -0.01 0.01 0.02 0.063
H -2.423918 1.750767 -4.779022 -0.02 -0.01 -0.03 0.091
H -2.446779 1.691110 -1.714763 -0.01 0.01 -0.03 0.065
H -3.381006 2.588811 -2.919444 -0.04 0.00 -0.01 0.092
H -2.551765 3.460806 -1.638200 -0.04 -0.13 -0.09 0.059
H -0.539633 4.145989 -4.747258 0.05 -0.03 -0.02 0.074
H -1.380374 4.897585 -3.388085 0.02 -0.14 -0.22 0.056
H -2.282637 4.014207 -4.604061 -0.01 0.01 -0.01 0.094
N 1.081182 -4.770348 5.706737 0.01 0.00 -0.03 0.174
C 1.599540 -4.700303 4.683601 0.03 0.01 -0.05 -0.177
C 2.203589 -4.537645 3.386201 -0.17 -0.04 0.27 -0.206
C 3.557868 -4.770913 3.168462 -0.07 0.03 -0.10 0.003
C 4.055926 -4.534798 1.899495 -0.13 0.04 0.01 -0.034
C 3.187289 -4.051479 0.929124 0.04 0.01 0.02 -0.117
N 1.888681 -3.823384 1.139634 0.14 0.07 -0.20 0.064
C 1.399901 -4.086283 2.339833 0.26 -0.04 0.14 -0.110
H 4.194279 -5.124029 3.967539 -0.02 -0.01 0.03 0.129
H 5.096238 -4.707251 1.666140 0.02 0.00 -0.01 0.114
H 3.555478 -3.830322 -0.066207 -0.03 0.00 -0.02 0.118
H 0.338049 -3.926440 2.495390 -0.01 0.05 -0.03 0.088
N -0.834214 -0.569718 -1.491212 -0.13 -0.19 -0.47 -0.011
C -0.473194 0.321382 -0.623931 0.22 -0.30 0.22 -0.562
H -0.694581 -0.259918 -2.460459 -0.11 0.01 0.18 -0.009
C -3.062724 -4.004743 2.669133 -0.05 0.09 0.10 -0.167
C -2.382398 -4.285872 1.338888 0.09 -0.08 -0.14 -0.428
As -1.602363 -2.736437 0.361165 -0.17 0.06 0.18 1.188
C -1.169095 -3.719568 -1.282343 0.04 0.15 -0.05 -0.412
C -0.502725 -5.072231 -1.080709 0.07 -0.09 -0.01 -0.169
C -3.312247 -1.824104 -0.032443 0.03 0.08 0.01 -0.437
C -4.086596 -2.325281 -1.239415 -0.01 -0.03 -0.06 -0.165
H -3.514737 -4.908488 3.080391 0.02 -0.02 -0.03 0.079
H -3.873149 -3.275793 2.581626 0.01 0.00 -0.03 0.055
H -2.358224 -3.645999 3.422345 0.04 0.04 0.01 0.047
H -3.084545 -4.766384 0.650975 0.00 0.04 0.01 0.073
H -1.576049 -5.007036 1.489928 0.00 0.01 0.00 0.048
H -0.551567 -3.034174 -1.859080 0.01 -0.04 0.03 0.041
H -2.104341 -3.848218 -1.827141 0.00 0.04 0.02 0.055
H 0.396342 -5.005534 -0.468984 -0.01 0.04 0.00 0.037
H -0.208812 -5.482014 -2.048966 0.00 0.01 0.00 0.074
H -1.172394 -5.798829 -0.621715 -0.02 0.00 0.01 0.059
H -3.064699 -0.770352 -0.168757 0.02 -0.04 0.04 0.028
H -3.923697 -1.916509 0.870414 0.01 0.00 -0.01 0.044
H -3.524652 -2.150436 -2.156603 0.02 0.00 0.00 0.065
H -5.035597 -1.793847 -1.329930 -0.01 0.00 0.02 0.073
H -4.316886 -3.390694 -1.176833 0.01 -0.01 0.02 0.066
```
Positions in Å, forces in eV/Å.

HOMO (spin up / spin down) = -7.4307 / -7.4265 eV
total charge = +1
energy relative to the best compared isomer or geometry (same formula, charge and spin) = 197.5 kJ/mol
spin multiplicity = 1

=====

C35H40ClGeN6O2Pt | wB97M-V/def2-TZVPD

The geometry in XYZ format:
```
86
Properties=species:S:1:pos:R:3:forces:R:3:lowdin_charge:R:1
Pt -0.673832 0.748976 1.047859 0.01 -0.05 0.15 1.181
N -4.663066 5.321181 0.828013 -0.01 0.01 0.00 0.242
C -3.475273 4.381138 0.961771 -0.01 -0.01 0.00 -0.277
C -3.049667 4.342932 2.428138 0.00 0.00 -0.02 -0.088
C -1.764268 3.525303 2.624604 -0.01 0.02 0.02 -0.323
N -1.993422 2.057271 2.469094 -0.06 0.02 -0.04 0.004
C -0.673036 4.052162 1.696966 0.02 0.01 -0.01 -0.120
C -1.062016 4.063745 0.223108 -0.02 0.02 0.03 -0.324
N -1.122127 2.684560 -0.322618 -0.04 -0.03 0.01 0.008
C -2.365357 4.857305 0.026874 0.00 -0.01 0.00 -0.087
H -5.449618 5.029269 1.416609 0.01 0.01 -0.01 0.186
H -5.003471 5.371319 -0.137047 0.00 0.00 0.01 0.186
H -4.410328 6.273926 1.110780 -0.01 -0.01 0.00 0.185
H -3.866812 3.411964 0.640528 0.01 0.00 0.00 0.156
H -3.851563 3.948077 3.057440 0.00 0.00 0.00 0.140
H -2.845999 5.363829 2.766764 0.00 0.00 0.00 0.145
H -1.435772 3.684937 3.651876 -0.02 0.01 0.00 0.154
H -2.906715 1.869764 2.065230 0.00 -0.02 0.02 0.090
H -2.023086 1.616150 3.383294 0.04 -0.01 0.00 0.104
H 0.238643 3.468389 1.809626 0.00 -0.01 0.00 0.086
H -0.436997 5.074371 2.004660 0.01 0.00 0.00 0.143
H -0.279691 4.593574 -0.319583 -0.01 0.00 -0.01 0.156
H -0.653596 2.632249 -1.220243 0.07 0.01 0.03 0.106
H -2.072909 2.380276 -0.512703 0.02 -0.04 -0.04 0.067
H -2.688455 4.802099 -1.015724 0.00 0.01 0.00 0.137
H -2.147399 5.908219 0.243726 0.01 0.00 0.01 0.144
Cl 4.354746 -1.649595 1.525435 -0.01 0.03 0.01 0.747
C 3.387102 -0.353956 2.145769 0.00 -0.04 -0.03 -0.612
C 3.837101 0.430566 3.194152 0.00 0.00 0.00 -0.035
C 2.997942 1.434053 3.650297 0.00 0.01 0.00 -0.004
C 1.763589 1.607540 3.048898 -0.01 -0.03 0.05 -0.123
N 1.340936 0.843122 2.036882 -0.01 0.02 -0.02 -0.082
C 2.141376 -0.130352 1.589745 0.04 0.02 -0.05 -0.164
H 4.805692 0.257909 3.643709 0.00 0.00 0.00 0.132
H 3.295568 2.072128 4.470320 -0.01 0.01 0.00 0.132
H 1.084397 2.371297 3.402175 0.00 0.00 0.00 0.106
H 1.765117 -0.739681 0.777347 0.01 0.00 0.00 0.088
N -2.397978 -5.389963 5.238271 0.01 -0.04 0.02 0.228
C -2.126835 -4.463889 4.617897 -0.02 0.05 -0.01 -0.141
C -1.788792 -3.305681 3.838989 0.01 -0.02 0.01 -0.183
C -2.437594 -3.047499 2.636865 0.01 0.01 -0.02 0.034
C -2.072016 -1.928201 1.913915 -0.02 -0.01 -0.02 -0.095
N -1.116575 -1.082628 2.320975 0.00 0.03 0.03 -0.053
C -0.504709 -1.330996 3.485941 0.01 -0.01 0.02 -0.111
C -0.805002 -2.422952 4.274925 0.00 0.01 -0.02 0.028
H -3.214916 -3.704140 2.272985 0.00 0.00 0.00 0.139
H -2.561532 -1.687199 0.980322 0.00 -0.01 0.00 0.104
H 0.254743 -0.627204 3.798753 0.00 0.00 0.00 0.102
H -0.287890 -2.585485 5.209769 0.00 0.00 0.00 0.138
O -0.021971 -0.751256 -0.695078 -0.25 0.28 0.01 -0.143
C -1.197747 -0.685975 -1.136385 -0.03 -0.07 0.00 -0.535
O -2.093979 0.035016 -0.614593 0.07 -0.06 0.02 -0.165
H -1.478540 -1.296497 -2.005564 0.03 0.03 -0.01 0.139
C 4.727198 0.690041 -3.367588 -0.02 0.05 -0.01 -0.240
Ge 3.368433 -0.705125 -3.234569 0.22 -0.26 -0.08 1.101
C 4.186834 -2.295729 -2.363814 -0.06 0.00 -0.07 -0.313
C 5.419418 -2.217874 -1.711787 0.03 -0.03 0.10 -0.022
C 6.022868 -3.359326 -1.054156 -0.04 -0.01 -0.01 0.031
C 5.384277 -4.577602 -1.031465 0.07 0.03 0.02 -0.013
C 4.152501 -4.672851 -1.658334 -0.01 0.01 -0.02 0.073
C 3.558182 -3.530222 -2.315365 0.01 0.08 -0.02 0.004
C 2.666325 -1.292355 -5.009334 0.03 0.01 0.02 -0.211
C 1.282259 -1.181750 -5.206949 -0.01 -0.03 -0.03 -0.075
C 0.686524 -1.501456 -6.415441 -0.01 0.01 0.03 0.008
C 1.469473 -1.941136 -7.485701 0.02 -0.01 -0.01 0.074
C 2.853420 -2.067480 -7.337345 0.00 0.01 0.02 -0.148
C 3.648656 -2.497433 -8.422206 -0.02 0.00 0.00 0.096
C 5.037601 -2.618369 -8.298611 0.01 0.00 0.01 0.022
C 5.637347 -2.316750 -7.093550 0.00 0.00 0.00 0.015
C 4.864075 -1.891784 -6.003341 0.02 0.00 0.01 0.047
C 3.467577 -1.749680 -6.089598 -0.04 0.03 -0.02 -0.172
H 5.613085 0.318572 -3.886134 0.01 0.00 0.01 0.029
H 5.019117 1.043756 -2.379867 -0.01 -0.01 0.01 0.027
H 4.333868 1.535038 -3.929449 -0.01 0.00 -0.01 0.033
H 5.969658 -1.284228 -1.677989 0.01 0.01 -0.01 0.119
H 6.990696 -3.239288 -0.582158 0.00 0.04 -0.02 0.142
H 5.836624 -5.432372 -0.548206 -0.03 -0.02 0.00 0.140
H 3.617588 -5.614962 -1.671084 -0.01 0.00 0.00 0.142
H 2.586846 -3.667545 -2.777604 0.00 -0.05 0.01 0.125
H 0.655920 -0.832957 -4.394807 0.00 0.00 0.00 0.096
H -0.383749 -1.406135 -6.538529 0.00 0.00 -0.01 0.131
H 1.006553 -2.182957 -8.434631 0.00 0.00 0.00 0.145
H 3.169120 -2.732031 -9.365155 0.00 0.00 0.00 0.147
H 5.628652 -2.944021 -9.143753 0.00 0.00 0.00 0.139
H 6.710088 -2.403213 -6.984098 0.00 0.00 -0.01 0.134
H 5.369473 -1.665057 -5.072626 -0.01 0.00 0.01 0.099
```
Positions in Å, forces in eV/Å.

HOMO (spin up / spin down) = -16.6754 / -18.1148 eV
total charge = +4
<S²> = 8.8031
energy relative to the best compared isomer or geometry (same formula, charge and spin) = 0.0 kJ/mol
spin multiplicity = 6